1.
{"formula": "C3H4N2O", "method": "ωB97M-V/def2-TZVPD", "total_charge": 0, "symbols": ["O", "N", "N", "C", "C", "C", "H", "H", "H", "H"], "coordinates": [[-0.6386, 0.0252, -2.3738], [0.9462, 0.5222, 1.2756], [0.5702, 0.7936, -0.0269], [-0.3004, 0.0297, -0.4618], [-1.1065, -0.7105, -1.1916], [0.1970, -0.2211, 2.0463], [0.6768, -0.1776, 3.0394], [-2.1689, -0.8788, -1.0662], [1.7444, 1.0928, 1.5323], [0.0797, -0.4755, -2.7733]]}

2.
{"formula": "C3H4N2O", "method": "ωB97M-V/def2-TZVPD", "total_charge": 0, "smiles": "Nc1ncco1", "symbols": ["O", "N", "N", "C", "C", "C", "H", "H", "H", "H"], "coordinates": [[-0.1428, -1.2554, 0.0484], [0.0822, 0.9575, 0.0479], [1.9462, -0.0355, -0.4308], [0.6667, -0.2130, -0.0699], [-1.2472, 0.6814, 0.1620], [-1.4054, -0.6560, 0.1923], [1.6404, 1.0782, -0.3021], [-1.9780, 1.4728, 0.2350], [2.6789, -0.7165, -0.2088], [-2.2411, -1.3137, 0.3260]]}

3.
{"formula": "C3H4N2O", "method": "ωB97M-V/def2-TZVPD", "total_charge": 0, "smiles": "Nc1ncco1", "symbols": ["O", "N", "N", "C", "C", "C", "H", "H", "H", "H"], "coordinates": [[0.6072, 0.9562, -0.3428], [1.6377, -1.0488, 0.3994], [-0.5998, -1.0126, -0.3065], [-0.7479, 1.2276, -0.4075], [0.4860, -0.3741, -0.0423], [-1.4648, 0.0604, -0.5074], [-2.4993, 0.3500, -0.5615], [-1.1102, 2.2935, -0.1548], [2.1376, -0.4357, 1.2405], [1.5534, -2.0165, 0.6829]]}

4.
{"formula": "C3H4N2O", "method": "ωB97M-V/def2-TZVPD", "total_charge": 0, "symbols": ["O", "N", "N", "C", "C", "C", "H", "H", "H", "H"], "coordinates": [[0.2443, 1.1922, -1.6120], [0.9126, -0.2932, 0.1436], [0.3179, -1.1326, 0.9463], [-0.0782, 0.6672, -0.3679], [-1.4086, 0.0927, -0.0527], [-1.0037, -0.9300, 0.8486], [-1.6373, -1.5979, 1.4205], [0.8525, 0.5885, -2.0445], [1.8820, -0.0824, 0.3441], [-0.0816, 1.4954, 0.3740]]}

Quick one: least stable of them? 1

1.
{"formula": "C24H21BClCsN10O6", "method": "ωB97M-V/def2-TZVPD", "total_charge": -1, "multiplicity": 2, "symbols": ["Cs", "Cl", "O", "O", "O", "O", "O", "O", "N", "N", "N", "N", "N", "N", "N", "N", "N", "N", "C", "C", "C", "C", "C", "C", "C", "C", "C", "C", "C", "C", "C", "C", "C", "C", "C", "C", "C", "C", "C", "C", "C", "C", "B", "H", "H", "H", "H", "H", "H", "H", "H", "H", "H", "H", "H", "H", "H", "H", "H", "H", "H", "H", "H", "H"], "coordinates": [[0.8411, -1.8788, -0.1716], [3.0389, 0.7700, -0.5805], [-1.0920, -1.8091, -3.1317], [3.4113, -1.0412, -5.7715], [3.6858, 0.0053, -3.1016], [1.5017, -4.1652, -2.8383], [2.7524, -3.9483, -5.5861], [3.1842, -2.3338, -1.2336], [0.4115, 2.2725, -2.5589], [-3.1160, -0.2358, 4.8627], [-1.0470, 0.4149, 1.1399], [-1.8070, -2.7948, 1.0449], [-1.6322, 0.3314, 2.3588], [-2.2499, -1.1416, 4.3631], [-0.0609, -1.4219, 3.2182], [-2.3191, -2.0941, 2.0791], [-1.4789, -1.0047, -3.8415], [0.6800, -2.4200, 2.6790], [0.7003, -0.6554, 4.0239], [3.0215, -2.2975, -2.4651], [3.2895, -1.2722, -3.3853], [1.9810, -1.1550, 4.0257], [-4.0525, -3.0211, 1.0662], [-2.1447, -2.2038, 5.1885], [2.3093, -3.3744, -3.2569], [2.7361, -3.1313, -4.7054], [0.8504, 6.0412, -4.6100], [1.0566, 3.2942, -2.0065], [1.9033, -2.2594, 3.1642], [-0.0967, 2.4739, -3.7721], [3.1925, -1.6815, -4.7594], [-1.1607, 1.6732, 0.7520], [-2.9523, -1.9835, 6.2807], [4.2365, 0.2783, -1.8580], [0.0211, 3.6633, -4.4715], [-2.8402, -3.3571, 0.4428], [-2.1088, 1.5376, 2.7279], [0.6996, 4.7316, -3.8942], [-3.6668, -2.2124, 2.1079], [1.2237, 4.5252, -2.6259], [-3.5367, -0.7350, 6.0140], [-1.8281, 2.4375, 1.7227], [-1.5625, -1.0857, 2.9730], [-0.6187, 1.6336, -4.2182], [-0.4123, 3.7393, -5.4611], [4.7586, -0.5769, -1.4439], [-0.7640, 1.9593, -0.2110], [-2.6229, 1.6578, 3.6636], [-4.2300, -1.7028, 2.8732], [2.6830, -2.9367, 2.8480], [-4.2396, -0.1708, 6.6073], [-2.0853, 3.4826, 1.7113], [1.4855, 6.7270, -4.0497], [-5.0500, -3.3298, 0.8072], [1.7646, 5.3099, -2.1113], [4.8653, 1.1526, -1.9862], [-1.4966, -3.0257, 4.9290], [-3.0927, -2.6294, 7.1297], [-2.6675, -3.9901, -0.4148], [-0.1185, 6.5236, -4.7512], [0.2642, 0.1917, 4.5293], [2.8379, -0.7762, 4.5546], [1.2943, 5.9012, -5.5965], [1.4697, 3.1239, -1.0188]]}

2.
{"formula": "C24H21BClCsN10O6", "method": "ωB97M-V/def2-TZVPD", "total_charge": -1, "multiplicity": 2, "symbols": ["Cs", "Cl", "O", "O", "O", "O", "O", "O", "N", "N", "N", "N", "N", "N", "N", "N", "N", "N", "C", "C", "C", "C", "C", "C", "C", "C", "C", "C", "C", "C", "C", "C", "C", "C", "C", "C", "C", "C", "C", "C", "C", "C", "B", "H", "H", "H", "H", "H", "H", "H", "H", "H", "H", "H", "H", "H", "H", "H", "H", "H", "H", "H", "H", "H"], "coordinates": [[0.3181, 0.3384, -0.3430], [-0.7162, 3.4826, 0.6581], [-2.1613, 1.6035, -0.5808], [-0.6140, 0.2855, -2.7085], [1.1988, -3.8305, -1.3649], [-4.2097, 3.2791, -1.9350], [-1.6033, 1.1732, -5.3141], [-3.8232, 3.0705, -4.8533], [3.1818, 1.3917, 0.9182], [4.7391, -0.0404, 2.3514], [-2.0518, -1.4609, 0.8372], [3.0231, -1.1793, 0.9531], [2.3030, -2.1409, 1.5626], [5.3728, 1.0191, 2.8884], [2.3514, 0.2407, 2.9700], [3.1097, 1.3805, -0.4375], [1.7616, -2.9156, -0.6714], [1.0726, 0.6321, 2.7908], [3.5966, -1.4875, -0.1991], [2.1697, -3.1523, 0.6978], [6.4691, 0.5388, 3.4490], [-4.0175, -2.6499, 0.1780], [-1.5306, 1.0950, -2.8822], [-2.3173, 1.8132, -1.9421], [-2.5549, -1.3803, 2.0615], [-3.3378, 2.6275, -2.5043], [6.5643, -0.8523, 3.2802], [5.4255, -1.1794, 2.5814], [3.1907, -2.7583, -0.6772], [-4.5520, -2.5603, 1.4597], [-3.1718, 2.5123, -4.0110], [2.9824, 2.6456, -0.8045], [-2.0191, 1.5397, -4.2474], [-3.7877, -1.9069, 2.4176], [3.1203, 2.6575, 1.3749], [-2.3075, 2.6905, 0.2770], [-5.8899, -3.1527, 1.7844], [1.3961, 0.1097, 4.9554], [2.5673, -0.0792, 4.2609], [0.4986, 0.5558, 3.9768], [2.9861, 3.5049, 0.3037], [-2.7769, -2.0919, -0.0811], [3.3226, 0.1303, 1.7913], [-2.9536, 3.4475, -0.1561], [-4.1439, -1.8048, 3.4348], [3.5391, -0.4096, 4.5850], [3.7539, -3.3981, -1.3443], [7.3424, -1.5146, 3.6154], [3.1763, 2.8473, 2.4325], [-4.5551, -3.1437, -0.6210], [5.0396, -2.1262, 2.2437], [1.2251, -0.0399, 6.0061], [2.8746, 2.8793, -1.8521], [-6.1843, -2.9292, 2.8085], [7.1538, 1.2107, 3.9406], [-0.5357, 0.8433, 4.0874], [-5.8697, -4.2372, 1.6654], [-2.3432, -2.1502, -1.0735], [4.3474, -0.8408, -0.6199], [2.8924, 4.5761, 0.3180], [-6.6588, -2.7659, 1.1148], [1.9228, -4.1478, 1.0514], [-1.9380, -0.8740, 2.7966], [-2.6758, 2.2956, 1.2191]]}

Quick one: least stable of them? 2

1.
{"formula": "C4H8O", "method": "ωB97M-V/def2-TZVPD", "total_charge": 0, "smiles": "CC(C)C=O", "symbols": ["O", "C", "C", "C", "C", "H", "H", "H", "H", "H", "H", "H", "H"], "coordinates": [[-2.4105, -0.1351, 0.0772], [-0.0345, 1.4062, 0.0571], [-1.3331, -0.7458, -0.0788], [-0.0175, -0.0094, -0.4710], [1.0687, -0.8775, 0.1173], [0.7550, 2.1153, -0.4192], [1.0365, -0.7089, 1.2490], [2.0467, -0.5135, -0.1265], [1.0312, -2.0130, -0.0530], [-1.0461, 1.9289, -0.0910], [-1.2477, -1.9815, 0.0400], [0.0765, 0.0506, -1.5427], [0.0746, 1.4839, 1.2416]]}

2.
{"formula": "C4H8O", "method": "ωB97M-V/def2-TZVPD", "total_charge": 0, "symbols": ["O", "C", "C", "C", "C", "H", "H", "H", "H", "H", "H", "H", "H"], "coordinates": [[0.7431, 1.8383, 1.2004], [0.6668, -0.6395, -0.1422], [0.1959, 0.7523, -0.3752], [-0.3609, -1.4881, -0.9203], [-0.5336, 1.2948, 0.8021], [1.6582, -0.8034, -0.5779], [-0.0856, -2.5449, -0.8689], [-1.2897, 2.0679, 0.6295], [-0.3962, -1.1865, -1.9714], [-0.8424, 0.6187, 1.6098], [0.6867, -0.9550, 0.9137], [-1.3668, -1.3786, -0.4995], [1.0370, 2.3889, 0.4525]]}

Quick one: least stable of them? 2

1.
{"formula": "C4H8O", "method": "ωB97M-V/def2-TZVPD", "total_charge": 0, "smiles": "CC(C)C=O", "symbols": ["O", "C", "C", "C", "C", "H", "H", "H", "H", "H", "H", "H", "H"], "coordinates": [[-1.6213, -1.0501, 1.2848], [0.4845, -1.4225, -0.2045], [-1.1684, -0.0082, 0.8743], [0.5789, 1.4363, -0.3024], [-0.1477, 0.0294, -0.2522], [0.5371, 2.0007, 0.6404], [1.1532, -1.6221, -1.0432], [0.0737, 2.1002, -1.0249], [-0.3292, -2.1660, -0.2696], [1.6322, 1.4303, -0.5989], [-1.4715, 0.9492, 1.3526], [0.9794, -1.6783, 0.7419], [-0.7009, 0.0012, -1.1984]]}

2.
{"formula": "C4H8O", "method": "ωB97M-V/def2-TZVPD", "total_charge": 0, "smiles": "COC1CC1", "symbols": ["O", "C", "C", "C", "C", "H", "H", "H", "H", "H", "H", "H", "H"], "coordinates": [[0.4209, 0.9756, 0.5910], [1.0897, -1.4612, 0.1679], [-0.6629, 1.8191, 0.1133], [-0.0882, -1.1731, -0.6954], [0.2537, -0.3166, 0.5969], [-1.1040, 1.3864, -0.8364], [0.8215, -2.2799, 0.8628], [-0.4220, -0.6001, 1.4313], [-0.9705, -1.6630, -0.8700], [-0.1176, -0.4522, -1.6060], [-0.0762, 2.8083, -0.4110], [-1.3470, 2.1636, 0.8630], [2.2025, -1.2069, -0.2072]]}

3.
{"formula": "C4H8O", "method": "ωB97M-V/def2-TZVPD", "total_charge": 0, "smiles": "OCC1CC1", "symbols": ["O", "C", "C", "C", "C", "H", "H", "H", "H", "H", "H", "H", "H"], "coordinates": [[1.7769, -0.9577, 0.3965], [-1.2639, 0.6180, 0.0625], [-1.0347, -0.7428, -0.5176], [1.3798, 0.3911, 0.3729], [0.0859, 0.3496, -0.5185], [2.3078, 0.9306, 0.0640], [-1.5191, -0.9621, -1.4780], [1.2259, 0.7954, 1.4025], [1.0668, -1.3875, 0.8810], [-1.9233, 1.3398, -0.4008], [-1.1010, -1.6195, 0.1353], [-1.2753, 0.6182, 1.1518], [0.2743, 0.6269, -1.5515]]}

4.
{"formula": "C4H8O", "method": "ωB97M-V/def2-TZVPD", "total_charge": 0, "symbols": ["O", "C", "C", "C", "C", "H", "H", "H", "H", "H", "H", "H", "H"], "coordinates": [[-0.4630, 0.2214, 2.0924], [0.1132, 0.1495, -0.3178], [0.5112, -0.0373, 1.1379], [0.7443, 0.9840, -1.2261], [-0.8691, -0.9044, -0.6825], [1.4340, 0.5324, 1.2718], [0.8798, -1.0566, 1.2977], [-1.9029, -0.2997, -1.3723], [-0.7555, 1.1182, 1.9741], [-1.3590, -1.6439, 0.5727], [-0.1854, -1.8539, -1.5389], [1.4543, 1.7981, -0.9389], [0.3981, 0.9922, -2.2703]]}

Quick one: least stable of them? 4

1.
{"formula": "C4H8O", "method": "ωB97M-V/def2-TZVPD", "total_charge": 0, "symbols": ["O", "C", "C", "C", "C", "H", "H", "H", "H", "H", "H", "H", "H"], "coordinates": [[0.8800, 0.5154, 0.8349], [0.3474, -0.4872, -0.1077], [-0.3663, -1.5157, 0.7376], [-0.4497, 0.6071, -0.8292], [0.5013, 1.5395, -0.0809], [0.2372, -2.4089, 0.9176], [0.0937, 2.4533, 0.3606], [-0.4699, -0.9589, 1.6697], [1.1395, -0.8987, -0.7578], [-1.4934, 0.6345, -0.4928], [-0.3927, 0.6809, -1.9179], [1.3708, 1.7762, -0.7030], [-1.3616, -1.8014, 0.3834]]}

2.
{"formula": "C4H8O", "method": "ωB97M-V/def2-TZVPD", "total_charge": 0, "symbols": ["O", "C", "C", "C", "C", "H", "H", "H", "H", "H", "H", "H", "H"], "coordinates": [[-0.4883, 0.2819, -1.8520], [-0.9428, -0.0359, 1.0318], [0.4896, 0.4366, 0.6594], [-0.0221, -0.8156, -1.2631], [1.1747, -0.3704, -0.4750], [-1.6839, -0.0596, 0.2241], [-1.3261, 0.6761, 1.7601], [0.4481, 1.4842, 0.3389], [1.0909, 0.4011, 1.5735], [-0.9524, -1.0421, 1.4658], [-1.3463, 0.0442, -2.2294], [1.8462, 0.2603, -1.0780], [1.7363, -1.2328, -0.0984]]}

Quick one: least stable of them? 2

1.
{"formula": "C4H8O", "method": "ωB97M-V/def2-TZVPD", "total_charge": 0, "symbols": ["O", "C", "C", "C", "C", "H", "H", "H", "H", "H", "H", "H", "H"], "coordinates": [[1.3877, 0.5714, -1.1489], [1.3243, -0.6726, -0.4102], [0.0842, -0.1384, 0.3007], [0.3121, 1.1028, -0.5949], [-1.2333, -0.8245, -0.0024], [0.2089, -0.0046, 1.3810], [-2.0661, -0.2252, 0.3723], [-0.4076, 2.5477, 0.4325], [-1.3674, -0.9503, -1.0824], [1.1833, -1.5076, -1.0990], [-1.2678, -1.8062, 0.4777], [2.2147, -0.7993, 0.2011], [-0.3731, 2.7069, 1.1725]]}

2.
{"formula": "C4H8O", "method": "ωB97M-V/def2-TZVPD", "total_charge": 0, "smiles": "OCC1CC1", "symbols": ["O", "C", "C", "C", "C", "H", "H", "H", "H", "H", "H", "H", "H"], "coordinates": [[-1.8749, 0.9180, 0.2935], [1.1749, -0.6962, -0.2372], [-0.0848, -0.1143, -0.6584], [0.9520, 0.6578, 0.4236], [-1.4240, -0.3623, -0.0213], [1.9766, -0.7511, -0.9584], [1.5833, 1.4724, 0.0578], [1.1090, -1.5365, 0.4438], [-1.3082, -1.0041, 0.8711], [0.9681, 0.5932, 1.5257], [-2.0895, -0.8850, -0.7202], [-0.1328, 0.4246, -1.6098], [-0.8623, 1.2719, 0.5679]]}

Quick one: least stable of them? 1

1.
{"formula": "C6H10O2", "method": "ωB97M-V/def2-TZVPD", "total_charge": 0, "smiles": "CO[C@@]1(C)CC=CO1", "symbols": ["O", "O", "C", "C", "C", "C", "C", "C", "H", "H", "H", "H", "H", "H", "H", "H", "H", "H"], "coordinates": [[0.4475, 0.8316, -0.8556], [-1.0001, 0.4758, 0.6855], [0.8036, -0.1352, 1.8579], [0.9341, 0.3542, -2.1614], [0.6986, -0.9929, 0.7105], [-0.2736, -0.1136, -0.2391], [-1.4268, -0.8947, -0.9247], [-0.2267, 0.6865, 1.7789], [-0.9359, 1.3733, 2.3210], [-1.0214, -1.4563, -1.6249], [-2.2034, -0.2696, -1.3674], [1.1417, 1.5044, -2.5219], [2.0920, -0.2958, -2.1272], [1.5593, 0.0215, 2.5978], [1.5176, -0.8533, 0.1519], [-1.6319, -1.6083, -0.0572], [0.5731, -2.0746, 0.6794], [0.2755, -0.2263, -2.8237]]}

2.
{"formula": "C6H10O2", "method": "ωB97M-V/def2-TZVPD", "total_charge": 0, "symbols": ["O", "O", "C", "C", "C", "C", "C", "C", "H", "H", "H", "H", "H", "H", "H", "H", "H", "H"], "coordinates": [[1.2271, 1.4590, -0.8277], [-0.6300, 0.8820, 0.6631], [-0.0381, 1.3556, -1.4943], [-0.4182, -1.3179, 1.0329], [0.3456, 0.0660, 1.1748], [1.5698, 0.5203, 0.2167], [-1.4801, -0.9543, -0.1523], [-0.6124, 0.2438, -0.6109], [-0.5867, 2.2920, -1.5223], [2.0791, -0.3702, -0.2134], [0.5487, 0.2766, 2.2200], [0.1982, 1.0969, -2.5251], [2.3113, 1.0592, 0.7832], [0.2338, -2.1551, 0.7405], [-1.6092, -1.7586, -0.8873], [-0.9135, -1.5726, 1.9622], [0.2091, -0.4475, -0.8140], [-2.4347, -0.6754, 0.2542]]}

3.
{"formula": "C6H10O2", "method": "ωB97M-V/def2-TZVPD", "total_charge": 0, "smiles": "CC1(C)[C@H]2OCO[C@@H]21", "symbols": ["O", "O", "C", "C", "C", "C", "C", "C", "H", "H", "H", "H", "H", "H", "H", "H", "H", "H"], "coordinates": [[-0.2547, 2.0105, -0.9887], [1.8376, 0.7518, -0.9476], [-0.7992, -1.8962, -0.1260], [1.1074, 1.8561, -1.5529], [-0.6071, -0.4965, 1.9745], [0.8881, 0.3232, 0.0085], [-0.3426, -0.5266, 0.4515], [-0.4305, 0.6097, -0.5644], [1.6808, 2.7624, -1.4055], [0.0895, -1.2206, 2.4903], [-0.4416, 0.5099, 2.4458], [-0.8369, -1.9219, -1.2254], [0.9939, 0.9733, 0.8729], [-1.6058, -0.7816, 2.2037], [-1.8199, -2.0278, 0.2363], [-0.1218, -2.6222, 0.2395], [1.0906, 1.6521, -2.6081], [-0.4279, 0.0443, -1.5045]]}

Quick one: least stable of them? 3

1.
{"formula": "C2H8BNO2", "method": "ωB97M-V/def2-TZVPD", "total_charge": 0, "smiles": "[H]/N=B\\O.C=C.O", "symbols": ["O", "O", "N", "C", "C", "B", "H", "H", "H", "H", "H", "H", "H", "H"], "coordinates": [[3.6980, 0.8553, 1.0286], [1.1676, -0.2557, 0.2460], [0.1282, -1.5486, -1.7317], [-2.4186, -0.2556, 0.6866], [-2.4343, 0.8854, -0.0410], [0.6982, -0.9286, -0.8125], [2.0749, -0.5825, 0.4075], [4.5083, 1.2261, 0.6131], [-3.2746, 1.3164, -0.6717], [-3.2614, -1.0049, 0.9309], [-1.5609, -0.5997, 1.0860], [-0.4337, -1.9339, -2.3757], [-1.6697, 1.5870, -0.0251], [2.7779, 1.2392, 0.6589]]}

2.
{"formula": "C2H8BNO2", "method": "ωB97M-V/def2-TZVPD", "total_charge": 0, "smiles": "CN(C)B(O)O", "symbols": ["O", "O", "N", "C", "C", "B", "H", "H", "H", "H", "H", "H", "H", "H"], "coordinates": [[2.5214, 0.1540, -0.2469], [1.2381, -1.4170, 1.2653], [-0.0662, 0.0701, 0.0000], [-0.3487, 1.2075, -0.7815], [-1.1594, -0.7132, 0.3895], [1.2391, -0.4394, 0.2540], [-1.5962, -1.1878, -0.5095], [-0.9551, -1.4580, 1.2128], [-0.8304, 1.9641, -0.0995], [-1.8690, -0.1277, 0.9795], [2.1382, -1.7306, 1.5623], [-1.1482, 0.8969, -1.4384], [0.6704, 1.4501, -1.0256], [3.2276, -0.4631, -0.2025]]}

Quick one: least stable of them? 1